70
Properties=species:S:1:pos:R:3:forces:R:3:nbo_charge:R:1 method="wB97M-V/def2-TZVPD" e_above_lowest_kcal_mol=2.7 e_homo_ha=-0.358 largest_force_ev_per_a=0.8 multiplicity=1 e_tot_ha=-2183.92098
O 3.991 0.304 1.560 0.2 -0.1 -0.2 -0.3841
N 3.018 0.546 2.242 -0.1 -0.1 0.5 0.5199
O 2.504 -0.232 3.023 0.1 0.1 -0.1 -0.3713
C 2.437 1.880 2.142 -0.2 0.4 -0.4 0.0675
C 2.995 2.798 1.274 -0.1 0.2 -0.7 -0.2141
C 2.378 4.030 1.093 0.4 -0.5 0.2 -0.2090
C 1.239 4.341 1.811 -0.3 0.3 0.0 -0.1789
C 0.688 3.412 2.680 0.2 -0.1 0.3 -0.2092
C 1.280 2.172 2.837 0.1 -0.3 0.4 -0.1845
H 3.834 2.564 0.632 0.1 -0.2 0.4 0.2460
H 2.853 4.698 0.390 -0.2 0.3 0.0 0.2136
H 0.756 5.304 1.692 0.1 0.0 0.0 0.2253
H -0.170 3.636 3.297 -0.1 0.1 -0.2 0.2314
H 0.864 1.418 3.489 -0.1 0.1 0.0 0.2603
O -2.106 -1.481 1.378 0.0 0.0 0.0 -0.3866
N -1.296 -0.594 1.202 0.2 0.1 0.1 0.5292
O -1.044 0.276 2.011 0.0 0.0 0.0 -0.3796
C -0.568 -0.573 -0.079 -0.2 0.1 0.2 0.0811
C 0.326 0.448 -0.330 0.2 0.4 -0.3 -0.2171
C 0.967 0.482 -1.560 0.4 -0.4 0.0 -0.2011
C 0.774 -0.544 -2.483 -0.4 0.3 0.3 -0.1855
C -0.141 -1.548 -2.192 0.3 -0.2 -0.5 -0.2095
C -0.821 -1.572 -0.987 0.1 -0.4 -0.2 -0.1994
H 0.525 1.220 0.397 -0.2 0.0 0.1 0.2429
H 1.702 1.251 -1.773 -0.1 0.1 0.1 0.2142
H 1.312 -0.523 -3.421 0.0 -0.1 0.0 0.2225
H -0.286 -2.351 -2.906 -0.1 0.0 0.1 0.2290
H -1.478 -2.396 -0.754 -0.2 0.1 0.1 0.2602
O -0.697 -5.125 -0.592 0.0 -0.1 0.2 -0.3897
N -0.309 -5.150 0.564 -0.2 0.0 -0.1 0.5216
O -0.830 -5.795 1.452 0.0 0.0 -0.1 -0.3777
C 0.846 -4.321 0.909 0.3 0.3 0.3 0.0639
C 1.499 -3.652 -0.105 -0.1 -0.2 -0.6 -0.2131
C 2.557 -2.820 0.197 0.2 0.0 0.7 -0.2199
C 2.950 -2.693 1.527 0.4 -0.1 -0.2 -0.1634
C 2.317 -3.400 2.543 0.0 0.3 -0.3 -0.2097
C 1.234 -4.200 2.238 -0.2 -0.4 0.0 -0.2039
H 1.182 -3.817 -1.125 0.0 0.1 0.0 0.2450
H 3.094 -2.277 -0.567 -0.1 0.0 -0.1 0.2238
H 3.794 -2.057 1.763 -0.1 -0.1 0.0 0.2385
H 2.665 -3.280 3.559 -0.1 -0.1 0.1 0.2286
H 0.693 -4.754 2.993 0.0 0.0 0.0 0.2471
O 2.332 8.049 -6.568 0.0 0.1 0.0 -0.3667
N 2.203 8.209 -5.373 0.0 0.3 0.1 0.5167
O 2.053 9.282 -4.818 0.1 -0.2 -0.2 -0.3740
C 2.224 7.009 -4.522 -0.3 0.0 -0.1 0.0942
C 1.999 5.789 -5.116 -0.1 -0.6 -0.2 -0.2101
C 1.964 4.659 -4.315 -0.2 0.2 0.3 -0.2048
C 2.189 4.777 -2.948 -0.2 -0.4 -0.5 -0.1872
C 2.437 6.017 -2.377 0.2 -0.8 0.2 -0.2012
C 2.413 7.150 -3.160 0.5 0.4 -0.1 -0.2153
H 1.823 5.667 -6.175 0.1 0.4 0.0 0.2498
H 1.712 3.704 -4.753 0.1 0.0 0.0 0.2212
H 2.148 3.865 -2.364 0.1 0.2 0.2 0.2130
H 2.714 6.012 -1.333 -0.2 0.5 0.1 0.2128
H 2.630 8.136 -2.775 -0.1 0.0 0.1 0.2514
O -8.035 -6.443 1.752 0.0 0.2 0.0 -0.3813
N -7.758 -5.320 1.374 0.0 -0.3 0.0 0.5196
O -8.521 -4.581 0.786 -0.1 0.0 0.0 -0.3786
C -6.395 -4.839 1.629 0.3 0.2 0.1 0.0766
C -5.482 -5.685 2.234 -0.2 -0.4 0.0 -0.2101
C -4.188 -5.247 2.444 -0.2 0.2 -0.1 -0.2084
C -3.855 -3.943 2.105 0.4 0.0 -0.3 -0.1731
C -4.764 -3.107 1.463 0.0 -0.3 0.5 -0.2134
C -6.057 -3.556 1.240 0.1 0.2 -0.3 -0.2128
H -5.797 -6.677 2.527 0.0 0.0 -0.1 0.2465
H -3.436 -5.925 2.820 0.0 0.1 0.2 0.2297
H -2.845 -3.589 2.280 -0.1 0.0 0.0 0.2267
H -4.457 -2.112 1.176 -0.1 0.0 0.0 0.2300
H -6.778 -2.924 0.744 -0.1 -0.1 0.0 0.2447

15
Properties=species:S:1:pos:R:3:forces:R:3:nbo_charge:R:1 method="wB97M-V/def2-TZVPD" e_above_lowest_kcal_mol=43.9 e_homo_ha=-0.298 largest_force_ev_per_a=6.0 multiplicity=1 e_tot_ha=-1900.14831
C 1.902 0.699 0.256 0.9 2.1 -0.3 -0.2468
C 0.830 1.486 0.298 -3.8 -3.9 -2.4 -0.1422
C -0.730 1.014 -0.246 3.6 1.8 1.2 -0.7859
P -1.987 2.038 0.308 0.8 -1.4 -0.7 0.3879
P -3.697 0.784 -0.219 -0.5 -0.4 0.4 -0.0537
P -3.431 -1.134 0.500 -0.6 0.6 -0.2 0.0112
P -1.338 -1.737 0.423 -1.3 -1.2 -1.0 0.0285
P -0.801 -0.469 -1.295 -0.2 0.6 1.2 0.6620
C 0.832 -1.143 -1.053 2.3 -0.9 -1.2 -0.5481
C 1.915 -0.552 -0.502 1.7 -1.9 2.4 -0.2257
H 2.831 1.240 0.728 -1.5 -1.8 -1.0 0.2342
H 0.807 2.323 0.851 -0.1 3.0 1.7 0.1925
H -0.941 -1.188 1.614 0.7 0.9 0.7 0.0133
H 0.964 -2.180 -1.525 -0.2 1.5 0.9 0.2523
H 2.844 -1.180 -0.138 -1.8 0.9 -1.7 0.2206

27
Properties=species:S:1:pos:R:3:forces:R:3:nbo_charge:R:1 method="wB97M-V/def2-TZVPD" e_above_lowest_kcal_mol=8.7 total_charge=-1 e_homo_ha=-0.161 largest_force_ev_per_a=2.4 multiplicity=1 e_tot_ha=-743.96309
C -0.869 -2.924 1.813 0.1 0.0 0.2 -0.2544
O -1.106 -2.590 0.465 -0.1 0.1 -0.2 -0.5550
C -0.142 -1.707 -0.072 0.0 0.0 -0.4 -0.1121
C -0.142 -0.304 0.537 -1.6 0.1 1.7 0.0548
O -1.580 0.077 0.998 2.3 -0.6 -0.3 -0.4061
N -2.530 -0.018 -0.023 -0.3 0.0 -0.4 -0.5272
C 0.834 -0.276 1.888 -1.1 -0.2 -1.3 0.7891
O 1.853 -0.935 1.715 1.1 -0.6 -0.1 -0.7670
O 0.418 0.385 2.818 -0.4 0.8 1.0 -0.7196
C 0.360 0.757 -0.361 0.1 0.4 -0.4 -0.0503
C -0.079 2.073 -0.180 -0.1 -0.2 0.1 -0.1507
C 0.367 3.091 -0.997 0.1 0.1 -0.1 -0.2368
C 1.274 2.826 -2.011 0.1 0.0 -0.1 -0.2447
C 1.749 1.535 -2.174 0.1 0.1 -0.2 -0.2195
C 1.303 0.510 -1.361 -0.2 -0.1 0.2 -0.2109
H -1.645 -3.638 2.090 0.0 0.0 0.1 0.1684
H -0.924 -2.045 2.460 0.0 -0.1 0.0 0.2030
H 0.121 -3.386 1.926 -0.1 0.0 0.0 0.1680
H 0.870 -2.115 0.076 -0.2 0.1 -0.1 0.2172
H -0.362 -1.677 -1.149 0.0 0.0 0.1 0.1668
H -2.586 -0.999 -0.305 0.1 0.2 0.0 0.3334
H -2.202 0.532 -0.822 0.0 -0.2 0.1 0.3166
H -0.778 2.269 0.620 -0.1 0.0 0.1 0.2333
H 0.009 4.098 -0.842 -0.1 0.1 0.0 0.1983
H 1.617 3.619 -2.662 0.0 0.0 0.0 0.1957
H 2.471 1.326 -2.953 0.0 0.0 0.0 0.1967
H 1.700 -0.485 -1.493 0.0 -0.1 0.0 0.2131

21
Properties=species:S:1:pos:R:3:forces:R:3:nbo_charge:R:1 method="wB97M-V/def2-TZVPD" e_above_lowest_kcal_mol=98.6 e_homo_ha=-0.293 largest_force_ev_per_a=5.2 multiplicity=1 e_tot_ha=-441.29048
C -2.002 -0.436 0.526 1.7 -1.5 -2.4 0.6859
C 1.141 -1.686 1.447 -0.6 1.8 -2.7 -0.3954
C 1.824 0.368 -2.319 2.5 0.1 -1.5 -0.3901
C 1.246 -0.916 0.320 2.1 -0.4 0.9 -0.2235
C 0.685 0.447 -1.697 -2.0 2.0 0.0 -0.2226
C -1.759 0.851 1.124 -1.8 4.5 1.9 -0.5835
C -0.428 1.460 0.853 0.6 -2.5 -2.5 -0.2871
C 0.216 -0.274 -0.501 -0.2 2.5 1.5 0.1254
N -1.104 -0.683 -0.538 -2.4 -1.9 -0.3 -0.6819
O -2.868 -1.207 0.770 -1.7 -0.8 0.7 -0.5693
H 1.894 -2.100 2.050 1.3 -0.1 0.2 0.2068
H 0.173 -1.874 1.813 -1.3 -0.4 0.3 0.1867
H 2.161 1.098 -3.083 -0.7 -0.5 0.4 0.2060
H 2.598 -0.374 -2.138 -0.2 -0.1 0.3 0.1918
H 2.250 -0.538 -0.079 -1.2 -1.0 1.0 0.2095
H 0.020 1.299 -2.048 0.5 -1.3 0.5 0.2062
H -2.673 1.568 0.748 2.1 -1.7 0.7 0.2532
H -1.931 0.830 2.228 0.0 -0.3 -0.8 0.2584
H -0.325 2.188 0.069 -0.2 0.4 0.0 0.1989
H 0.351 1.468 1.583 0.1 -0.1 0.5 0.2078
H -1.469 -1.489 -1.129 1.2 1.3 1.1 0.4168

8
Properties=species:S:1:pos:R:3:forces:R:3:nbo_charge:R:1 method="wB97M-V/def2-TZVPD" e_above_lowest_kcal_mol=0.0 s2=0.76 total_charge=+2 e_homo_ha="-0.801 / -0.801" largest_force_ev_per_a=4.2 multiplicity=2 e_tot_ha=-416.72881
Tl 34.531 12.223 12.534 0.6 -0.2 0.2 1.0013
C 30.615 14.909 10.771 -2.3 -0.2 -1.2 -0.4714
N 30.777 13.454 11.128 3.7 0.9 1.8 0.5042
O 31.865 13.159 11.618 -3.7 -0.6 -1.4 -0.1965
O 29.801 12.660 10.900 1.0 0.4 0.3 0.2484
H 30.696 15.580 11.627 0.6 -0.5 0.3 0.3218
H 29.588 14.987 10.415 -0.2 0.2 -0.2 0.2820
H 31.252 15.060 9.900 0.4 0.1 0.2 0.3102

69
Properties=species:S:1:pos:R:3:forces:R:3:nbo_charge:R:1 method="wB97M-V/def2-TZVPD" e_above_lowest_kcal_mol=33.1 e_homo_ha=-0.318 largest_force_ev_per_a=3.5 multiplicity=1 e_tot_ha=-1197.82829
C -20.302 -0.932 1.469 0.6 0.7 0.5 -0.6458
C -19.347 -0.609 2.617 0.8 0.5 0.9 0.1250
C -18.714 -1.870 3.187 0.5 -0.8 -1.0 -0.6110
C -18.219 0.316 2.154 -0.2 0.0 -0.9 -0.3997
C -18.730 1.725 1.752 -1.1 -1.8 0.9 -0.4087
C -19.357 2.313 3.023 0.4 0.3 0.3 -0.4072
C -20.448 1.496 3.680 -1.6 -0.5 -0.9 0.1299
C -20.713 1.998 5.076 1.9 0.4 0.6 -0.6211
C -21.803 1.652 2.875 1.1 -0.9 0.6 -0.6478
N -19.933 0.090 3.777 -0.3 0.1 1.3 -0.2238
O -20.945 -0.783 4.408 -0.6 1.9 -2.9 -0.5831
H -19.886 -1.514 0.658 0.4 -0.4 0.1 0.2290
H -21.137 -1.437 1.892 -0.9 -0.6 0.0 0.2054
H -20.591 0.004 1.033 -0.5 0.3 -0.4 0.2030
H -17.859 -2.047 2.507 -0.2 -0.5 0.5 0.2058
H -18.346 -1.858 4.219 -0.2 0.4 -0.3 0.2380
H -19.404 -2.710 3.088 0.1 -0.1 0.1 0.2118
H -17.538 0.492 2.977 0.3 -0.3 0.3 0.2226
H -17.668 -0.269 1.376 -0.3 0.9 0.3 0.2128
H -17.890 2.309 1.526 1.1 1.0 -0.8 0.2203
H -19.438 1.658 0.904 0.4 0.3 0.3 0.1941
H -19.750 3.320 2.876 0.0 0.0 -0.2 0.2151
H -18.575 2.404 3.797 0.1 0.0 -0.4 0.2140
H -19.744 1.848 5.622 -1.1 -0.2 0.1 0.2154
H -21.567 1.508 5.526 0.1 0.0 0.3 0.2253
H -20.816 3.088 5.091 -0.4 -0.1 -0.2 0.2142
H -22.269 2.615 3.005 0.2 0.5 0.2 0.2262
H -22.551 0.928 3.212 0.0 -0.1 -0.2 0.1954
H -21.555 1.503 1.845 -0.4 0.0 -0.7 0.2062
H -21.613 -0.574 3.678 0.2 -1.3 1.9 0.4513
C -13.701 2.235 6.026 -0.3 0.6 -0.9 -0.6250
C -13.003 1.478 4.884 0.8 -1.8 0.6 0.1232
C -12.084 2.445 4.147 0.9 0.0 0.8 -0.6582
C -12.272 0.251 5.575 -0.5 0.7 2.0 -0.4097
C -11.618 -0.800 4.659 -0.8 2.5 0.0 -0.4104
C -12.743 -1.344 3.839 -1.0 -0.7 0.1 -0.4225
C -13.574 -0.273 3.074 1.1 1.1 1.5 0.1162
C -12.784 0.231 1.833 0.3 1.0 1.4 -0.6417
C -14.817 -0.859 2.617 -2.0 -1.0 -1.8 -0.6117
N -14.018 0.799 4.047 0.6 -0.7 0.7 -0.2041
O -14.872 1.723 3.423 0.8 0.4 -0.9 -0.5747
H -14.265 3.137 5.631 0.6 -1.1 0.7 0.2167
H -14.292 1.588 6.673 -0.5 0.0 -0.5 0.2424
H -12.899 2.518 6.674 0.6 0.9 0.4 0.2052
H -11.433 3.037 4.810 -0.7 0.0 0.3 0.2231
H -11.340 2.096 3.452 -0.1 -0.9 -0.5 0.2114
H -12.731 3.095 3.628 -0.6 1.3 -0.7 0.2023
H -11.574 0.624 6.384 -0.4 -0.1 -1.1 0.2059
H -13.131 -0.163 6.182 1.0 -0.2 -0.7 0.2283
H -10.946 -0.220 4.025 0.5 -0.2 -0.1 0.1834
H -11.033 -1.515 5.209 0.0 -0.5 0.2 0.2202
H -13.430 -1.890 4.555 0.7 0.3 -1.2 0.2619
H -12.342 -2.002 3.058 -0.3 -0.3 0.2 0.2024
H -13.063 1.276 1.588 0.1 -0.5 -0.2 0.1837
H -12.957 -0.394 0.956 0.3 0.0 0.2 0.2263
H -11.737 0.284 2.180 -0.2 -0.2 -0.9 0.2147
H -14.523 -1.737 2.035 -0.4 -0.1 -0.2 0.2061
H -15.353 -0.137 1.968 0.2 -0.6 0.2 0.2083
H -15.527 -1.195 3.372 0.3 0.1 0.4 0.2305
H -14.314 2.008 2.670 -0.8 0.4 0.1 0.4365
O -15.656 -0.351 6.480 1.1 -0.2 0.0 -1.0056
H -16.593 -0.512 6.580 -0.8 0.2 -0.1 0.5009
H -15.538 0.144 5.653 0.1 -0.2 0.0 0.4908
O -18.347 -0.329 6.426 0.7 0.0 -0.8 -0.9879
H -18.991 -0.322 7.119 -0.8 0.1 0.2 0.4849
H -18.743 -0.099 5.560 -0.3 -0.1 0.4 0.5115
O -14.807 -3.104 5.713 -0.3 0.5 0.3 -0.9498
H -15.071 -2.380 6.301 -0.2 0.8 -0.6 0.4940
H -14.627 -3.743 6.387 0.4 -1.2 0.3 0.4580